[1]
One molecule with the formula C25H30ClN3O6 in a non-equilibrium geometry, computed with ωB97M-V/def2-TZVPD.

For the energy above the lowest of the compared OMol25 structures with the same formula, charge and spin, the calculation gives 1.5 kcal per mole. For the HOMO energy, the calculation gives -7.9 eV. The calculation puts the lowest unoccupied orbital energy at 0.69 eV. The strongest force on any atom comes out at 1.31 eV Å⁻¹. The calculation puts the calculated total energy at -2046.59829 Eh.

The geometry in ORCA input format:
```
! wB97M-V def2-TZVPD RIJCOSX def2/J DEFGRID3
* xyz 0 1
C -5.32975 -0.06878 -1.33441
C -4.99956 1.28042 -1.96418
O -4.30977 2.17323 -1.11451
C -5.06916 2.66128 -0.02615
C -4.36861 3.89202 0.54822
H -5.07409 4.45955 1.15528
H -4.04739 4.51798 -0.28650
C -3.16011 3.52371 1.40764
N -2.27698 2.61750 0.70959
C -1.92789 1.42440 1.22392
O -2.15709 1.08472 2.36683
C -1.17698 0.53444 0.22088
N -0.94083 -0.78145 0.80652
C -1.73289 -1.79350 0.41115
O -2.57758 -1.66391 -0.46263
C -1.56553 -3.14925 1.10125
N -2.22952 -4.16612 0.32280
C -1.50791 -4.98229 -0.49092
O -0.29902 -5.05915 -0.43150
C -2.36084 -5.81244 -1.42304
H -3.14833 -6.31597 -0.86792
H -2.81699 -5.16386 -2.16840
H -1.73864 -6.54810 -1.92384
H -3.18309 -3.95637 0.06533
H -0.51892 -3.44857 1.17518
H -2.01127 -3.09630 2.10080
C 0.09553 -0.87256 1.81519
C 1.47864 -0.98589 1.21126
C 1.73901 -1.87830 0.18222
C 2.99062 -1.96053 -0.42272
C 3.96804 -1.11500 0.03893
C 3.72024 -0.22813 1.08738
C 2.49136 -0.14942 1.69031
H 2.31475 0.54343 2.49598
O 4.85091 0.49788 1.34704
C 5.81225 0.06224 0.40863
O 5.26034 -0.96489 -0.38614
H 6.10721 0.90765 -0.23420
H 6.69947 -0.31765 0.93892
H 3.18108 -2.65588 -1.22194
H 0.96018 -2.52821 -0.18327
H -0.10503 -1.72489 2.46575
H 0.03662 0.02628 2.43285
C 0.11075 1.14510 -0.27691
C 0.69006 0.63855 -1.43509
C 1.90932 1.10860 -1.88244
C 2.55250 2.10695 -1.16818
C 1.98285 2.64096 -0.02495
C 0.76616 2.15348 0.41758
H 0.33355 2.55845 1.31977
H 2.49416 3.41739 0.52171
Cl 4.08841 2.68307 -1.70490
H 2.36201 0.70180 -2.77270
H 0.18699 -0.14451 -1.98199
H -1.85506 0.36135 -0.62640
H -2.18591 2.76412 -0.28403
H -2.61391 4.43375 1.68291
H -3.47311 3.01502 2.32361
H -5.17201 1.89274 0.75198
H -6.07493 2.93750 -0.37706
H -5.92384 1.76087 -2.32406
H -4.32697 1.13796 -2.81409
H -4.42622 -0.54878 -0.96762
H -5.78333 -0.70863 -2.08652
H -6.03139 0.04551 -0.51142
*
```

=====

[2]
C32H24Cl5GaN8O2S2 as an isolated structure, computed with ωB97M-V/def2-TZVPD.

For the energy above the lowest of the compared OMol25 structures with the same formula, charge and spin, the calculation gives 0.0 kcal per mole. For the HOMO energy, the calculation gives -8.0 eV. The calculation puts the lowest unoccupied orbital energy at -0.29 eV. The strongest force on any atom comes out at 0.77 eV Å⁻¹. The calculation puts the calculated total energy at -6844.53949 Eh.

The geometry in ORCA input format:
```
! wB97M-V def2-TZVPD RIJCOSX def2/J DEFGRID3
* xyz 0 1
Ga -0.20597 -0.74052 0.11520
C -4.03443 -2.16878 -4.17849
C -3.31092 -1.03381 -3.84649
C -2.66287 -0.95636 -2.62328
C -2.76192 -2.01010 -1.73063
C -3.48373 -3.15248 -2.05262
C -4.11528 -3.22771 -3.28072
N -2.08330 -1.88005 -0.47566
N -2.56885 -2.54624 0.44920
C -1.90095 -2.42093 1.69847
C -2.48329 -3.08361 2.76953
C -1.90539 -2.95078 4.02164
C -0.76333 -2.17222 4.16760
C -0.19442 -1.53167 3.07053
C -0.76283 -1.63739 1.81114
H -4.53366 -2.23251 -5.13605
H -3.24797 -0.20465 -4.53846
H -2.08738 -0.08236 -2.35569
H -3.53829 -3.96494 -1.34202
H -4.67473 -4.11648 -3.54000
H -3.37613 -3.67427 2.61147
H -2.33947 -3.44629 4.87921
H -0.30939 -2.06935 5.14588
H 0.71095 -0.94726 3.21142
N -0.00926 5.55325 4.54788
C -0.56686 4.61308 3.70052
C -1.37393 5.01092 2.63245
C -1.95804 4.06924 1.80538
C -1.74609 2.72084 2.04426
C -0.95370 2.30954 3.10931
C -0.36683 3.24788 3.93211
S -2.45629 1.50317 1.00146
O -2.77690 0.36210 1.80954
O -3.47324 2.11213 0.19659
N -1.21276 1.00105 0.04016
C -0.81365 1.79280 -1.00360
N -1.18610 3.07060 -1.10314
C -0.78286 3.71975 -2.18217
C -0.02734 3.13814 -3.18962
C 0.33252 1.82081 -2.97640
N -0.02575 1.15481 -1.88828
H 0.05895 6.49456 4.20117
H 0.77952 5.25919 5.09769
H -1.54180 6.06639 2.45614
H -2.57125 4.36322 0.96671
H -0.81112 1.25141 3.29124
H 0.24752 2.93185 4.76606
H -1.08237 4.76057 -2.24727
H 0.26868 3.68053 -4.07369
H 0.92472 1.27313 -3.70518
C 3.16704 -3.88901 -2.43931
N 3.16147 -2.43639 -2.47087
C 4.28498 -1.64465 -2.63121
C 3.88589 -0.35843 -2.55598
N 2.52134 -0.38630 -2.37461
C 2.07362 -1.65618 -2.30264
S 0.46595 -2.13424 -2.04273
H 3.68020 -4.23333 -1.54276
H 3.66560 -4.26880 -3.32883
H 2.13549 -4.22891 -2.41803
H 5.26235 -2.06955 -2.76276
H 4.44548 0.55693 -2.60056
H 1.91551 0.39790 -2.17997
Cl 1.70995 2.25154 0.70420
C 2.54417 0.72510 0.72571
C 1.83889 -0.46629 0.58143
C 2.59715 -1.62246 0.75898
Cl 1.82467 -3.18327 0.75673
C 3.98081 -1.61454 0.93431
Cl 4.88089 -3.08113 1.06014
C 4.65726 -0.39979 0.98411
Cl 6.37046 -0.36134 1.14286
C 3.92942 0.78220 0.90901
Cl 4.75920 2.29076 1.01227
*
```

=====

[3]
A 11-piece molecular cluster, C39H62N4O9 overall in a non-equilibrium geometry, computed with ωB97M-V/def2-TZVPD.

For the HOMO energy, the calculation gives -7.5 eV. The calculation puts the lowest unoccupied orbital energy at 0.08 eV. The strongest force on any atom comes out at 1.99 eV Å⁻¹. The calculation puts the calculated total energy at -2419.40353 Eh.

The geometry in ORCA input format:
```
! wB97M-V def2-TZVPD RIJCOSX def2/J DEFGRID3
* xyz 0 1
O -15.73557 6.20034 -37.26928
C -15.46838 6.94498 -36.36266
O -14.88591 8.12216 -36.54853
C -14.60239 8.76090 -35.27743
C -15.60841 8.09559 -34.33465
C -15.60859 6.67729 -34.87854
H -14.77567 9.82827 -35.39126
H -13.58404 8.59965 -34.92847
H -16.62044 8.49294 -34.25477
H -15.27987 8.08570 -33.29145
H -16.52121 6.12207 -34.67435
H -14.77729 6.06113 -34.53207
O -13.76278 0.36914 -33.91363
C -12.96165 -0.30956 -33.34548
O -11.83204 -0.76802 -33.94138
C -11.10560 -1.65565 -33.06220
C -11.75893 -1.41731 -31.68501
C -13.17156 -1.01560 -32.01309
H -10.04857 -1.43115 -32.92974
H -11.20922 -2.65636 -33.47822
H -11.21950 -0.61693 -31.17937
H -11.77210 -2.30067 -31.04478
H -13.63719 -0.32362 -31.31132
H -13.86801 -1.84273 -32.15020
N -9.15704 5.89095 -37.60994
C -9.09460 6.03039 -38.94823
C -9.02572 4.74889 -39.51250
C -9.08078 3.86291 -38.40978
C -9.20945 4.56664 -37.24200
H -9.37709 6.66270 -36.98247
H -9.11722 6.99469 -39.42761
H -8.87495 4.55667 -40.55986
H -9.11942 2.79286 -38.56455
H -9.34697 4.28570 -36.21264
N -14.86058 3.34815 -38.47038
C -14.08134 2.38941 -37.86001
C -14.90688 1.56429 -37.15837
C -16.23321 1.98794 -37.37873
C -16.16694 3.14186 -38.12386
H -14.48151 4.03096 -39.09892
H -13.01306 2.35558 -37.98940
H -14.59596 0.76834 -36.49868
H -17.17620 1.54657 -37.09810
H -17.01264 3.68557 -38.51124
N -14.14049 1.43773 -28.49027
C -15.47597 1.71928 -28.52849
C -15.69622 2.46757 -29.66869
C -14.46388 2.66678 -30.31420
C -13.50533 2.03101 -29.56402
H -13.66596 0.77717 -27.90382
H -16.13822 1.37402 -27.75408
H -16.66757 2.84577 -29.94855
H -14.31851 3.22314 -31.22395
H -12.43769 1.91426 -29.65611
N -11.21432 7.25205 -34.84232
C -11.48875 7.40134 -36.16308
C -10.73722 8.43886 -36.66012
C -9.87813 8.84093 -35.59188
C -10.30184 8.18976 -34.44643
H -11.58012 6.52354 -34.25191
H -12.21651 6.80252 -36.68803
H -10.72268 8.81270 -37.66953
H -9.06094 9.53093 -35.73482
H -9.98417 8.28377 -33.42212
C -16.14661 3.44180 -33.54672
C -16.81263 2.37241 -32.71406
O -17.58360 2.68871 -31.83386
C -16.52323 0.90736 -33.01266
H -16.44214 4.42269 -33.18471
H -16.34645 3.30739 -34.61119
H -15.06243 3.38147 -33.41055
H -17.22414 0.39893 -32.35141
H -15.50252 0.68796 -32.70050
H -16.73988 0.71765 -34.06061
C -12.85098 5.58452 -29.57049
C -12.33162 6.39001 -30.74571
O -11.21312 6.21788 -31.16564
C -13.33796 7.32840 -31.35825
H -12.75495 6.23523 -28.69528
H -12.23116 4.70498 -29.41566
H -13.89455 5.30812 -29.69187
H -13.13437 7.38239 -32.42586
H -13.21427 8.34786 -30.97667
H -14.37583 7.07728 -31.15639
C -12.28948 3.25535 -32.90300
C -12.79050 4.20794 -33.96870
O -13.14508 5.33304 -33.67905
C -12.88082 3.69104 -35.37503
H -12.87827 2.35710 -32.73139
H -12.25790 3.84247 -31.98474
H -11.29484 2.98994 -33.26702
H -12.44126 4.35246 -36.12249
H -13.96388 3.61809 -35.50734
H -12.43240 2.71217 -35.51960
C -9.81274 -1.39685 -37.38876
C -10.65423 -0.13668 -37.35002
O -11.60597 0.08780 -38.05601
C -10.15894 0.91371 -36.35795
H -8.75853 -1.13817 -37.42533
H -10.12654 -1.99613 -38.24132
H -10.05991 -1.93227 -36.46879
H -9.11457 1.10505 -36.62335
H -10.34730 0.55231 -35.35064
H -10.58921 1.89854 -36.53607
C -8.86532 2.80409 -32.04258
C -8.28481 3.03925 -33.41574
O -9.02635 3.12612 -34.36909
C -6.79517 3.18298 -33.54408
H -9.72974 3.42991 -31.83829
H -8.16381 3.05030 -31.24111
H -9.06932 1.73386 -31.96822
H -6.47364 3.15917 -34.58053
H -6.28975 2.41577 -32.95384
H -6.52857 4.13008 -33.06699
*
```

=====

Q: Look up the calculated total energy of the first one.
A: -2046.59829 Eh